47
Properties=species:S:1:pos:R:3:lowdin_charge:R:1 method="wB97M-V/def2-TZVPD" multiplicity=1 homo_energy_ev=-8.655 relative_energy_ev=0.000 e_tot_ev=-33376.357 charge=0
Hg -0.932 -0.792 2.695 1.25
C -3.467 1.392 0.014 -0.09
C -3.219 1.096 1.485 -0.38
O -2.889 -0.285 1.726 -0.41
H -2.580 1.127 -0.552 0.04
H -3.713 2.452 -0.107 0.07
H -4.341 0.853 -0.355 0.08
H -4.121 1.160 2.098 0.11
H -2.284 1.615 1.713 0.04
C 0.035 0.569 -0.724 -0.09
C 0.832 -0.637 -0.257 -0.41
O 0.225 -1.392 0.749 -0.42
H -0.002 1.437 -0.059 0.05
H -0.982 0.243 -0.935 0.03
H 0.424 0.931 -1.684 0.07
H 1.807 -0.281 0.118 0.08
H 1.066 -1.240 -1.143 0.10
O 1.833 -1.169 -3.838 -0.05
H 1.203 -0.602 -4.284 0.00
H 1.508 -2.060 -4.001 0.04
O -1.791 -2.161 -1.615 -0.07
H -1.565 -1.806 -0.743 0.00
H -1.693 -1.418 -2.227 -0.02
O 2.717 -2.803 1.626 -0.06
H 2.389 -3.653 1.942 0.05
H 1.938 -2.375 1.221 -0.01
O -0.115 1.493 2.904 -0.12
H -0.690 2.054 2.367 -0.01
H 0.746 1.925 2.865 0.07
O 2.491 3.059 -1.288 -0.05
H 1.589 2.818 -1.051 0.00
H 2.419 3.434 -2.171 0.04
O -0.510 3.722 1.242 -0.04
H -1.248 3.277 0.804 0.03
H -0.738 4.657 1.201 0.06
O 1.237 -1.364 3.640 -0.10
H 1.583 -2.122 3.141 0.02
H 2.016 -0.866 3.916 0.07
O 3.659 0.492 1.925 -0.06
H 4.294 0.823 1.282 0.04
H 2.877 0.281 1.402 -0.01
O 0.698 -4.417 -0.650 -0.07
H 0.006 -4.515 -1.312 0.03
H 0.652 -3.486 -0.398 -0.01
O -1.147 -0.697 -3.897 -0.04
H -0.679 0.133 -4.032 0.05
H -1.535 -0.903 -4.754 0.07

***

13
Properties=species:S:1:pos:R:3:lowdin_spin:R:1 method="wB97M-V/def2-TZVPD" multiplicity=2 s2=0.76 homo_energy_ev="-3.770 / -7.829" relative_energy_ev=1.648 e_tot_ev=-8248.059 charge=0
C -1.377 0.694 -1.079 0.02
C -0.559 0.048 -1.973 0.01
N 0.182 -0.885 -1.128 0.21
C 0.182 -0.421 0.144 0.48
N -0.689 0.664 0.141 0.20
H -2.376 1.078 -1.366 0.01
H -0.496 0.175 -3.132 0.00
H 0.735 -1.605 -1.460 0.01
H 0.501 -0.805 1.154 0.05
H -0.913 1.218 1.007 0.00
H 2.096 -0.803 3.202 0.00
H 2.147 0.726 2.707 0.00
O 1.548 -0.046 2.781 0.01

***

- Which value of charge does entry 1 give?
  0